# C34H39AuIN7OTe

C34H39AuIN7OTe as an isolated structure in a non-equilibrium geometry (the ωB97M-V functional and the def2-TZVPD basis, the OMol25 dataset).

Structure (XYZ):
```
84
C34H39AuIN7OTe the ωB97M-V functional and the def2-TZVPD basis
Au -0.84 -0.22 0.12
I -5.40 2.08 3.44
Te 1.96 1.02 -0.36
O 2.89 2.06 1.30
N -1.53 0.48 3.04
N -0.32 -1.29 -1.63
N 3.02 3.64 2.87
N -1.74 0.76 1.75
N 0.94 3.08 1.92
N -0.97 4.17 2.55
N -2.42 -2.06 -0.05
C -5.78 -1.74 1.43
C -2.96 1.27 1.68
C -3.24 -2.66 2.12
C 6.45 1.71 -2.15
C -4.77 -1.68 0.48
C 0.35 3.99 2.70
C 1.09 4.75 3.65
C 1.98 -1.84 -2.32
C 2.97 -0.59 -4.13
C 2.03 -2.96 -1.31
C 2.25 2.91 2.01
C -3.16 -3.77 -1.60
C 1.87 0.25 -4.17
C 4.92 0.35 -0.87
C 0.80 0.07 -3.31
C 2.42 4.54 3.69
C 5.42 2.60 -2.45
C 4.14 2.36 -1.97
C -1.09 -2.26 -1.98
C 6.20 0.59 -1.36
C -0.45 0.91 -3.45
C 3.02 -1.62 -3.20
C 0.84 -1.01 -2.42
C -1.87 -3.17 2.46
C 4.48 3.46 2.85
C -2.58 0.82 3.80
C -3.53 1.35 2.95
C -4.28 -2.69 3.04
C -2.26 -2.66 -1.14
C 3.90 1.24 -1.18
C -5.03 -1.09 -0.89
C -3.50 -2.17 0.83
C -5.55 -2.25 2.70
C -0.92 -2.98 -3.28
H -2.58 -4.68 -1.77
H -1.09 -2.48 2.12
H 3.07 5.07 4.37
H -5.37 -1.86 -1.59
H -1.67 -4.13 1.97
H -6.77 -1.37 1.17
H 3.90 -2.26 -3.15
H -6.36 -2.29 3.42
H 1.49 -2.70 -0.40
H -5.82 -0.34 -0.83
H 4.85 3.63 1.84
H 1.60 -3.88 -1.71
H -0.25 1.81 -4.03
H 7.45 1.90 -2.52
H 7.01 -0.09 -1.13
H -0.10 -2.59 -3.87
H 3.79 -0.45 -4.83
H 4.74 2.45 3.15
H 4.73 -0.52 -0.26
H -0.74 -4.05 -3.11
H -1.23 0.34 -3.97
H 3.33 3.05 -2.20
H 4.93 4.18 3.53
H -2.60 0.69 4.87
H 0.61 5.47 4.30
H -3.91 -3.97 -0.84
H -1.43 3.68 1.81
H -3.66 -3.52 -2.53
H -0.66 0.07 3.34
H -4.10 -3.09 4.03
H -1.77 -3.32 3.54
H -0.86 1.20 -2.48
H -3.39 1.58 0.73
H -1.84 -2.90 -3.86
H -1.44 4.91 3.03
H 3.07 -3.17 -1.04
H 5.62 3.47 -3.06
H -4.13 -0.63 -1.31
H 1.83 1.05 -4.90
```

Output
Orbital gap, hartree: 0.2644
Net charge: +2
Energy relative to the best compared isomer or geometry (same formula, charge and spin), kcal per mole: 3.7
E_tot, a.u.: -2478.4893
Highest occupied orbital energy, eV: -12.660
M, g mol⁻¹: 1013.2
LUMO energy, eV: -5.47